{
  "formula": "C4H11NOS2",
  "method": "ωB97M-V/def2-TZVPD",
  "elements": ["N", "C", "C", "O", "C", "S", "S", "C", "H", "H", "H", "H", "H", "H", "H", "H", "H", "H", "H"],
  "coordinates": [[0.830, -1.529, -2.212], [0.054, -0.614, -1.071], [1.250, -0.284, -0.166], [1.688, 1.043, -0.550], [-1.142, -1.125, -0.372], [1.628, 2.162, 2.149], [-0.295, 2.806, 1.805], [-1.387, 1.228, 1.774], [0.140, -1.555, -3.013], [0.813, -2.494, -1.746], [-0.090, 0.376, -1.563], [0.682, -0.312, 0.748], [2.221, -1.007, -0.074], [1.781, 1.514, 0.338], [-1.348, -2.200, -0.182], [-2.085, -0.769, -0.835], [-1.239, 0.920, 0.665], [-1.139, 0.244, 2.422], [-2.362, 1.596, 1.882]],
  "e_tot_ev": -29527.379,
  "total_charge": 0,
  "orbital_gap_ev": 3.5,
  "homo_ev": -7.166,
  "lumo_energy_ev": -3.62
}